Entry 1:
{"formula": "C8H15N3O4", "method": "ωB97M-V with the def2-TZVPD basis set", "de_lowest_kj_mol": 434.3, "smiles": "C[C@H](N)C(=O)N[C@@H](CCC(N)=O)C(=O)O", "homo_ha": -0.3169, "homo_lumo_gap_ev": 9.2, "lumo_ev": 0.56, "symbols": ["C", "C", "N", "C", "O", "N", "C", "C", "C", "C", "N", "O", "C", "O", "O", "H", "H", "H", "H", "H", "H", "H", "H", "H", "H", "H", "H", "H", "H", "H"], "coordinates": [[3.554032, 0.450272, -0.373135], [2.840707, -0.914670, 0.214764], [2.793908, -1.661145, -0.898788], [1.223080, -0.615017, 0.697679], [1.184327, 0.047033, 1.781704], [0.256026, -0.874900, -0.221588], [-1.104480, -0.543550, -0.072075], [-1.740804, 0.395146, -1.158739], [-2.137195, 1.706805, -0.378817], [-0.763803, 2.687972, 0.144071], [0.054547, 2.813708, -0.888174], [-0.719681, 3.006828, 1.273164], [-1.896466, -1.820086, -0.037459], [-2.410199, -2.476582, -0.843148], [-1.965368, -2.240067, 1.264228], [3.257914, 1.386271, 0.106109], [3.649222, 0.638136, -1.431176], [4.636342, 0.408594, -0.142520], [3.127951, -0.919215, 1.276040], [3.017257, -2.500582, -0.498729], [3.228433, -1.306481, -1.785990], [0.683818, -1.516055, -0.839997], [-1.217700, -0.150010, 0.897858], [-0.935179, 0.614799, -1.906576], [-2.673877, 0.056688, -1.613811], [-2.736171, 1.476747, 0.451119], [-2.722827, 2.394901, -1.034479], [-0.213244, 2.550532, -1.843402], [0.849629, 3.327858, -0.754074], [-2.245988, -3.184744, 1.154147]], "forces_ev_per_angstrom": [[0.6, 0.3, 2.4], [-3.5, 8.3, 0.6], [0.3, -1.8, -2.9], [2.6, 3.7, 2.5], [-1.1, -2.2, -3.1], [2.2, 0.6, 1.7], [-1.9, -0.6, -2.2], [1.1, 1.9, 1.3], [2.6, 2.0, -2.0], [-4.9, -4.3, -2.0], [-0.8, -0.7, -1.6], [1.0, 1.4, 1.8], [0.9, 0.8, 4.2], [-1.3, -1.5, -3.8], [0.2, -1.2, -0.1], [-0.4, -0.2, 0.0], [-1.1, -0.5, -0.7], [-0.4, -0.4, 0.4], [1.4, -1.8, -0.5], [0.9, -3.9, -1.1], [-0.2, -1.1, 1.9], [-0.3, -0.8, -1.7], [0.0, 0.9, 1.1], [-1.0, -0.3, 0.3], [0.5, -0.6, -0.1], [-0.6, -0.2, 1.3], [0.3, -0.5, 0.3], [0.2, 0.2, 1.1], [2.4, 1.5, 0.1], [0.0, 1.0, 0.5]], "mulliken_charge": [-1.477, 0.388, -0.627, 0.214, -0.682, -0.187, 0.472, -0.734, -1.164, 0.553, -0.298, -0.554, -0.013, -0.535, -0.478, 0.320, 0.488, 0.345, 0.392, 0.185, 0.197, 0.311, 0.584, 0.265, 0.386, 0.421, 0.439, 0.225, 0.227, 0.339]}

***

Entry 2:
{"formula": "CH3N2O2", "method": "ωB97M-V with the def2-TZVPD basis set", "total_charge": -1, "de_lowest_kj_mol": 629.3, "homo_ha": [-0.1485, -0.1476], "homo_lumo_gap_ev": [7.9, 8.7], "lumo_ev": [3.83, 4.64], "symbols": ["C", "N", "N", "O", "O", "H", "H", "H"], "coordinates": [[1.766904, -0.060724, 0.044575], [-0.836976, 0.975438, -0.061624], [-1.606182, -0.010011, 0.012188], [-2.844625, 0.296485, 0.041712], [-1.252904, -1.214463, 0.080724], [2.085532, 0.065227, -0.914968], [1.182438, -0.869176, 0.062331], [1.505813, 0.817222, 0.735064]], "forces_ev_per_angstrom": [[0.3, 3.6, 2.8], [0.7, -0.1, -0.2], [-1.0, 0.3, 0.2], [-0.2, -0.2, 0.0], [0.4, 0.0, -0.1], [1.3, 1.1, -2.4], [-2.3, -3.1, 0.9], [0.7, -1.6, -1.3]], "mulliken_charge": [-0.823, -0.652, 1.102, -0.725, -0.698, 0.282, 0.287, 0.226]}

***

Entry 3:
{"formula": "C51H99ClN10O9P", "method": "ωB97M-V with the def2-TZVPD basis set", "total_charge": 1, "homo_ha": -0.3674, "homo_lumo_gap_ev": 7.3, "lumo_ev": -2.69, "symbols": ["C", "C", "N", "C", "N", "C", "C", "C", "C", "C", "C", "C", "C", "C", "Cl", "C", "C", "C", "C", "C", "C", "C", "C", "N", "C", "C", "C", "C", "C", "O", "C", "C", "O", "P", "C", "C", "C", "H", "H", "H", "H", "H", "H", "H", "H", "H", "H", "H", "H", "H", "H", "H", "H", "H", "H", "H", "H", "H", "H", "H", "H", "H", "H", "H", "H", "H", "H", "H", "H", "H", "H", "H", "H", "H", "H", "H", "H", "H", "H", "H", "H", "H", "H", "H", "H", "H", "H", "C", "O", "N", "C", "C", "H", "H", "H", "H", "H", "H", "H", "C", "O", "N", "C", "C", "H", "H", "H", "H", "H", "H", "H", "C", "O", "N", "C", "C", "H", "H", "H", "H", "H", "H", "H", "C", "O", "N", "C", "C", "H", "H", "H", "H", "H", "H", "H", "C", "O", "N", "C", "C", "H", "H", "H", "H", "H", "H", "H", "C", "O", "N", "C", "C", "H", "H", "H", "H", "H", "H", "H", "C", "O", "N", "C", "C", "H", "H", "H", "H", "H", "H", "H"], "coordinates": [[-5.351135, 1.525540, 2.153572], [-4.408419, 2.036087, 1.213848], [-2.953282, 2.050407, 1.563645], [-2.039766, 1.238985, 1.043435], [-2.521222, 0.274400, -0.013993], [-2.734775, -1.138031, 0.414011], [-4.267724, -1.514456, 0.769306], [-4.289530, -2.117364, 2.261112], [-1.445370, 0.520378, -1.047114], [-1.572773, -0.129455, -2.494407], [-0.732508, -1.474863, -2.736753], [-1.305462, 0.976546, -3.675081], [-0.059449, 0.600126, -4.628532], [-0.084397, 0.483783, -0.211529], [0.638250, -1.132029, 0.313445], [1.056360, 1.516021, -0.747310], [2.553057, 0.952668, -0.630483], [3.679048, 2.076859, -0.966653], [3.373003, 3.564578, -1.262117], [4.624898, 4.495073, -1.513674], [6.099232, 3.958826, -1.449310], [6.396249, 2.439236, -1.171811], [5.160851, 1.533261, -0.930017], [-0.648925, 1.006210, 1.104970], [0.274089, 1.402142, 2.167386], [-0.064662, 0.969834, 3.671329], [-0.828637, -0.429848, 3.847648], [0.289263, -1.602404, 3.727544], [0.811750, -1.890783, 5.224433], [2.076521, -2.607322, 5.299037], [2.358416, -3.331082, 4.107634], [1.644557, -4.678708, 3.629639], [3.228948, -2.835898, 3.326699], [-2.401360, 3.260708, 2.741578], [-3.287013, 3.129772, 4.407126], [-2.910106, 4.942066, 1.957815], [-4.472284, 5.294238, 2.155678], [-5.375512, 1.731440, 3.272992], [-6.133168, 0.782866, 1.744393], [-4.804657, 2.471589, 0.222608], [-2.463811, -1.797618, -0.500077], [-2.019707, -1.498170, 1.248212], [-5.012435, -0.672616, 0.580782], [-4.590843, -2.384161, 0.074431], [-5.278100, -2.670475, 2.501143], [-3.481813, -2.949956, 2.281119], [-3.993865, -1.376343, 3.078685], [-1.597559, 1.660557, -1.214989], [-2.688079, -0.419547, -2.631380], [0.377722, -1.244022, -2.609596], [-1.034217, -2.312459, -2.017512], [-0.953811, -1.860668, -3.803669], [-1.093669, 2.023451, -3.258637], [-2.251616, 1.091355, -4.333691], [0.897062, 0.371440, -4.043067], [-0.337447, -0.226858, -5.392282], [0.164733, 1.546351, -5.260441], [0.839479, 1.664951, -1.864269], [0.960783, 2.556746, -0.253937], [2.675206, 0.107590, -1.412818], [2.832354, 0.583352, 0.430697], [2.300945, 3.952780, -1.289516], [4.466886, 5.611212, -1.715808], [7.017371, 4.628767, -1.596788], [7.440816, 1.990273, -1.100599], [5.380461, 0.423262, -0.700389], [0.357655, 2.560457, 2.171851], [1.353227, 1.042477, 1.953348], [-0.637454, 1.748819, 4.288320], [0.955782, 0.849710, 4.210398], [-1.197456, -0.461998, 4.945273], [-1.737800, -0.583062, 3.177662], [-0.130436, -2.548869, 3.244598], [1.128019, -1.147122, 3.071037], [0.996966, -0.850835, 5.699719], [-0.028608, -2.353476, 5.862353], [2.151449, -5.600179, 4.078106], [0.531694, -4.602865, 3.901832], [1.728841, -4.691767, 2.476598], [-3.579324, 2.060561, 4.683378], [-2.563071, 3.539074, 5.198586], [-4.234080, 3.789407, 4.466436], [-2.291363, 5.741208, 2.489821], [-2.699807, 4.971085, 0.831353], [-4.946580, 5.658872, 1.164342], [-4.539498, 6.186866, 2.872530], [-5.095408, 4.439976, 2.583711], [2.799099, -6.665745, -1.661092], [2.856524, -7.368060, -2.654585], [3.511426, -6.859123, -0.515424], [3.384439, -5.974941, 0.625040], [4.423797, -7.983976, -0.435441], [2.137958, -5.784752, -1.614480], [4.359619, -5.532652, 0.843019], [3.044487, -6.555141, 1.486843], [2.666685, -5.177458, 0.424707], [5.171896, -7.895036, -1.226891], [3.864014, -8.910366, -0.585253], [4.918808, -8.007417, 0.536187], [-0.993033, -0.174073, 8.059911], [-0.910131, -0.872280, 7.061373], [-0.299216, -0.368021, 9.214075], [-0.451761, 0.506205, 10.360049], [0.622521, -1.485433, 9.300550], [-1.663320, 0.699667, 8.100142], [0.515994, 0.955335, 10.596263], [-0.799558, -0.082251, 11.212682], [-1.173198, 1.298717, 10.154483], [1.382547, -1.383899, 8.521906], [0.073728, -2.415838, 9.135082], [1.102012, -1.511589, 10.279671], [-1.822648, -5.758318, -1.874736], [-2.475228, -5.012972, -1.163525], [-1.751958, -5.688450, -3.234293], [-0.950735, -6.612323, -4.012914], [-2.502430, -4.656463, -3.922156], [-1.216701, -6.576123, -1.452127], [-0.203570, -6.047982, -4.576701], [-1.601693, -7.151134, -4.706238], [-0.443382, -7.331010, -3.367039], [-2.172967, -3.679064, -3.562564], [-3.564514, -4.774812, -3.693375], [-2.349412, -4.722729, -5.000110], [-0.160780, 0.044952, -8.627387], [-0.423610, -0.631420, -7.648447], [1.094649, 0.320128, -9.080919], [1.326844, 1.135069, -10.256526], [2.234146, -0.219558, -8.364514], [-0.952262, 0.502286, -9.242695], [1.872665, 0.544806, -10.996757], [1.921947, 2.007059, -9.973408], [0.384442, 1.471429, -10.691802], [2.165429, -1.310121, -8.352180], [2.214416, 0.144297, -7.334111], [3.166187, 0.083803, -8.842920], [3.580745, -9.627134, -6.529528], [4.118563, -10.338952, -7.356860], [2.501077, -8.825178, -6.761166], [1.916013, -8.004269, -5.720824], [1.922143, -8.794182, -8.089882], [3.941390, -9.575912, -5.489308], [0.871529, -8.297684, -5.581820], [1.964203, -6.955363, -6.026517], [2.450198, -8.126455, -4.777986], [1.596174, -9.801180, -8.362136], [2.681909, -8.467178, -8.804179], [1.071261, -8.112128, -8.121200], [-1.332763, 8.096051, 5.129502], [-1.603425, 6.906558, 5.124429], [-2.025970, 9.066338, 4.469520], [-1.638996, 10.462162, 4.525770], [-3.186599, 8.691821, 3.686426], [-0.470891, 8.488871, 5.692250], [-2.463574, 11.043493, 4.945697], [-1.422953, 10.812595, 3.513361], [-0.752800, 10.597670, 5.147832], [-3.918613, 8.209539, 4.339624], [-2.883113, 7.980250, 2.914187], [-3.633841, 9.570214, 3.219905], [0.333205, 8.755717, -0.523048], [-0.788853, 9.174938, -0.310100], [0.703815, 7.442334, -0.487558], [2.063636, 7.018029, -0.752552], [-0.296237, 6.441955, -0.174441], [1.166261, 9.433520, -0.769772], [2.064430, 6.340193, -1.610433], [2.452058, 6.496131, 0.126159], [2.704444, 7.873495, -0.972391], [-1.099578, 6.496365, -0.914153], [-0.714269, 6.652352, 0.813107], [0.143295, 5.442873, -0.182245]], "forces_ev_per_angstrom": [[1.2, 0.3, -1.6], [-2.0, -1.9, 1.3], [-0.7, 1.4, 1.0], [0.9, -3.7, -2.7], [0.8, 1.4, 0.0], [-0.3, -1.6, -0.5], [0.3, -1.0, 0.3], [0.2, -1.0, -0.4], [0.0, 1.0, -0.2], [-1.0, -0.5, -0.5], [-0.3, 0.2, -0.1], [0.5, -0.2, -0.4], [-0.5, 0.8, -0.7], [-0.4, 1.2, 1.2], [-0.5, 0.6, -1.0], [0.3, -0.4, -0.5], [0.8, 1.0, -0.4], [2.0, 1.3, -0.4], [4.5, -1.8, 0.2], [0.9, -3.0, 0.8], [-2.5, -2.5, 0.5], [-4.8, 1.4, 0.1], [0.2, 3.2, -0.6], [-2.2, 1.4, 0.5], [1.6, 2.0, 1.5], [-0.2, -0.7, 0.7], [0.8, -0.3, 1.1], [-0.2, 0.7, 0.2], [-1.1, 1.4, -0.4], [-0.6, -1.5, -2.0], [2.9, 1.8, -2.8], [-0.5, 1.0, 0.2], [-3.2, -2.0, 3.2], [1.7, 1.7, 0.5], [-1.3, 0.4, 0.4], [-1.6, 0.0, 0.0], [-0.1, 1.0, -0.1], [0.9, -1.2, -1.5], [0.4, 2.4, 0.5], [1.4, -1.6, 1.2], [-0.3, 1.3, 1.5], [-1.1, 0.8, -1.2], [1.3, -1.0, 0.4], [0.6, 1.5, 1.1], [1.5, 1.2, -0.3], [-1.3, 1.3, 0.0], [-0.6, -0.8, -1.1], [0.6, -1.7, 0.0], [1.7, 0.5, 0.6], [-1.5, -0.6, -0.3], [0.5, 1.3, -0.9], [0.6, 0.8, 1.7], [-0.4, -1.5, -0.3], [1.6, -0.3, 1.1], [-1.4, 0.2, -0.8], [0.7, 1.3, 1.5], [-0.3, -1.6, 0.9], [0.3, -0.2, 1.5], [-0.1, -1.9, -0.5], [-0.1, 1.2, 1.5], [-0.7, 0.4, -1.9], [1.8, -0.5, 0.0], [0.3, -1.9, 0.3], [-1.8, -0.9, 0.2], [-1.6, 0.9, -0.2], [-0.7, 2.0, -0.4], [-0.1, -1.8, 0.0], [-2.1, 0.2, -0.1], [0.8, -0.8, -1.3], [-1.6, 0.3, -0.9], [0.4, 0.1, -1.9], [1.3, 0.3, 0.7], [0.6, 1.3, 0.5], [-1.2, -1.2, 1.1], [-0.1, -1.9, -0.7], [1.6, 0.3, -1.2], [-0.8, 1.4, -0.5], [1.7, -0.5, -0.2], [0.0, 0.0, 2.1], [0.6, 1.4, -0.5], [-0.9, -0.6, -1.3], [1.4, -1.1, -0.1], [-0.6, -1.3, -0.7], [0.1, -0.3, 1.7], [0.8, -0.8, 1.6], [-0.1, -1.4, -0.9], [0.9, 1.2, -0.7], [0.3, -0.1, 0.5], [0.1, 0.0, 0.2], [-0.6, 0.3, -0.7], [0.2, -0.2, -0.1], [-0.1, -0.1, -0.3], [0.0, 0.1, 0.1], [-0.1, 0.1, 0.2], [0.0, 0.2, 0.1], [0.1, -0.1, -0.1], [0.0, -0.2, 0.1], [0.2, 0.0, 0.0], [-0.1, 0.1, -0.1], [0.3, 0.0, 0.8], [-0.3, 0.2, 0.7], [-0.6, 0.3, -0.8], [0.1, -0.2, 0.0], [0.0, -0.1, -0.3], [0.0, 0.0, 0.1], [-0.1, 0.1, 0.1], [0.0, 0.2, 0.1], [0.1, -0.1, 0.0], [0.0, -0.2, 0.1], [0.2, 0.0, 0.0], [-0.1, 0.1, -0.1], [0.0, 0.0, -0.6], [0.1, 0.1, -0.2], [0.1, -0.2, 0.9], [-0.1, 0.2, -0.1], [-0.1, 0.1, 0.3], [0.0, 0.0, -0.1], [0.0, -0.2, 0.0], [0.2, -0.1, 0.0], [0.0, 0.1, 0.0], [-0.2, 0.0, -0.1], [0.0, 0.1, -0.1], [0.1, -0.1, 0.2], [0.5, 0.1, -0.2], [0.2, 0.0, -0.1], [-0.9, 0.0, 0.1], [0.2, -0.1, 0.1], [-0.2, -0.1, 0.2], [0.1, 0.0, -0.1], [0.0, 0.2, -0.1], [0.0, 0.0, -0.2], [0.1, -0.1, 0.1], [0.1, 0.1, 0.1], [0.1, -0.1, 0.0], [-0.2, 0.0, 0.0], [-0.2, 0.1, -0.1], [-0.3, 0.2, 0.0], [0.5, -0.3, 0.3], [0.1, -0.2, -0.2], [0.3, -0.2, -0.1], [-0.1, 0.1, 0.0], [0.0, 0.1, 0.1], [-0.1, 0.0, 0.2], [-0.1, 0.0, -0.1], [0.0, 0.1, -0.2], [-0.2, -0.1, -0.1], [0.1, -0.1, 0.1], [-0.3, 0.5, -0.3], [-0.2, 0.1, -0.3], [0.6, -0.6, 0.5], [-0.2, 0.0, -0.1], [0.1, -0.3, 0.1], [0.0, 0.1, 0.0], [0.1, 0.1, 0.0], [0.0, 0.1, 0.1], [-0.1, -0.1, 0.0], [-0.1, 0.0, -0.1], [-0.2, 0.1, -0.1], [0.1, -0.1, 0.1], [0.0, -0.3, 0.0], [0.2, -0.4, 0.0], [0.0, 0.7, -0.1], [-0.3, -0.1, 0.1], [-0.2, 0.3, 0.0], [0.1, -0.1, 0.0], [0.2, 0.0, 0.0], [0.2, 0.0, -0.1], [-0.1, 0.0, 0.0], [-0.1, -0.1, 0.1], [-0.1, -0.2, -0.1], [0.1, 0.1, 0.0]], "mulliken_charge": [-0.828, 0.003, 0.886, -1.726, 0.457, 1.295, -0.561, -0.976, -0.955, 0.529, -1.120, -0.564, -0.830, 1.535, -0.039, -0.667, -0.308, 0.079, 0.176, -0.338, -0.473, -0.515, -0.405, 1.560, -0.805, -0.972, 0.974, -0.645, -0.275, -0.346, 0.695, -0.507, -0.552, 0.012, -1.252, -0.041, -0.967, 0.206, 0.303, 0.100, -0.615, -0.499, 0.191, 0.440, 0.415, 0.261, 0.117, 0.000, 0.349, -0.040, 0.168, 0.361, 0.322, 0.287, 0.106, 0.177, 0.454, 0.567, -0.384, 0.396, 0.314, 0.044, 0.195, 0.312, 0.325, 0.261, 0.180, 0.170, 0.146, 0.608, 0.362, -0.811, 0.235, 0.185, 0.156, 0.206, 0.379, 0.277, -0.086, 0.379, 0.411, 0.394, 0.283, 0.127, 0.326, 0.076, 0.290, 0.142, -0.666, 0.212, -0.868, -0.973, 0.265, 0.357, 0.398, 0.119, 0.296, 0.303, 0.383, 0.055, -0.563, 0.134, -0.944, -0.879, 0.237, 0.353, 0.348, 0.290, 0.252, 0.291, 0.378, 0.054, -0.614, 0.203, -1.100, -0.566, 0.378, 0.422, 0.374, 0.303, -0.128, 0.308, 0.390, 0.083, -0.590, 0.124, -0.928, -0.877, 0.309, 0.338, 0.345, 0.291, 0.296, 0.223, 0.382, 0.077, -0.585, 0.166, -0.641, -0.973, 0.275, 0.352, 0.326, 0.086, 0.307, 0.303, 0.345, 0.036, -0.561, 0.158, -0.929, -0.651, 0.302, 0.337, 0.318, 0.305, 0.323, 0.017, 0.383, 0.042, -0.566, 0.244, -0.867, -0.607, 0.278, 0.263, 0.347, 0.318, 0.332, 0.291, -0.046]}

***

Number 1: E_tot -21197.0768 eV. Number 2: E_tot -8154.9947 eV. Number 3: E_tot -109614.9415 eV.